No. 1
A structure of composition C18H19F2NO10Pb at a distorted geometry, computed with ωB97M-V/def2-TZVPD.

Last column: natural (NBO) charge in e.
CARTESIAN COORDINATES (ANGSTROEM)
1 Pb 9.249 -5.983 -4.922  1.5907
2 C 9.213 -5.958 -9.529  -0.5132
3 C 9.452 -5.733 -8.158  0.4444
4 C 10.760 -4.858 -7.768  0.4790
5 O 10.780 -4.305 -6.712  -0.6692
6 C 11.767 -4.552 -8.798  -0.5151
7 C 11.554 -4.953 -10.019  0.3772
8 C 10.165 -5.610 -10.395  0.4057
9 O 9.900 -5.780 -11.645  -0.7349
10 O 12.427 -4.562 -10.885  -0.7724
11 O 8.658 -6.050 -7.296  -0.7486
12 H 8.265 -6.398 -9.799  0.1888
13 H 12.635 -4.100 -8.343  0.1913
14 C 9.733 -5.113 -0.181  -0.3843
15 C 9.515 -5.739 -1.526  0.4207
16 C 8.962 -7.166 -1.614  0.3699
17 O 8.823 -7.696 -2.738  -0.4607
18 C 8.611 -7.825 -0.395  -0.1875
19 C 8.809 -7.212 0.784  0.3118
20 C 9.391 -5.818 0.952  0.3566
21 O 9.688 -5.368 2.105  -0.6546
22 O 8.218 -7.796 1.839  -0.5470
23 O 9.610 -5.023 -2.572  -0.6276
24 H 10.018 -4.078 -0.066  0.2174
25 H 8.198 -8.821 -0.469  0.2238
26 F 11.782 -6.736 -4.797  -0.8979
27 F 9.099 -8.487 -5.732  -0.9064
28 C 5.410 -0.859 -5.805  -0.2692
29 O 6.723 -1.200 -6.339  -0.5303
30 C 7.638 -1.147 -5.235  -0.1106
31 C 8.156 -2.498 -4.604  -0.2537
32 N 7.810 -3.785 -5.187  -0.6453
33 C 6.483 -4.096 -4.619  -0.2494
34 C 5.997 -5.376 -5.376  -0.1035
35 O 6.550 -6.589 -4.878  -0.5322
36 C 5.804 -7.333 -3.935  -0.2425
37 H 5.288 0.195 -6.056  0.1699
38 H 5.309 -0.875 -4.720  0.1695
39 H 4.742 -1.599 -6.246  0.1914
40 H 7.491 -0.465 -4.398  0.1582
41 H 8.547 -0.855 -5.762  0.1965
42 H 7.908 -2.375 -3.549  0.1812
43 H 9.245 -2.512 -4.631  0.2324
44 H 7.654 -3.809 -6.184  0.4011
45 H 5.807 -3.279 -4.871  0.1580
46 H 6.530 -4.254 -3.541  0.2006
47 H 6.295 -5.332 -6.423  0.2229
48 H 4.936 -5.359 -5.625  0.1601
49 H 4.964 -7.742 -4.496  0.1552
50 H 5.486 -6.688 -3.117  0.1486
51 H 6.442 -8.159 -3.619  0.2331

The total energy is -51613.441 eV. The molecular weight is 654.54 g mol⁻¹. Its HOMO energy (spin up / spin down) is 0.053 / 0.053 Eh. As for the charge: -3. The value obtained for the gap between HOMO and LUMO (spin up / spin down) is 3.9 / 2.2 eV. The spin multiplicity is 2. Its expectation value of S² is 0.791.


No. 2
A structure of composition C18H19FNO10Sr at a distorted geometry, computed with ωB97M-V/def2-TZVPD.

Last column: natural (NBO) charge in e.
CARTESIAN COORDINATES (ANGSTROEM)
1 Sr -0.052 -1.180 0.111  1.8361
2 C 3.894 1.352 -0.420  -0.4210
3 C 2.829 0.320 -0.158  0.4173
4 C 2.729 -0.247 1.301  0.4311
5 O 1.884 -1.162 1.473  -0.5546
6 C 3.649 0.324 2.416  -0.1127
7 C 4.687 1.163 2.030  0.3144
8 C 4.794 1.674 0.592  0.3638
9 O 5.747 2.506 0.142  -0.6577
10 O 5.329 1.666 3.003  -0.4577
11 O 2.003 -0.167 -0.959  -0.7486
12 H 3.997 1.751 -1.419  0.2230
13 H 3.567 -0.118 3.397  0.2395
14 C -2.157 2.494 1.953  -0.5253
15 C -1.238 1.491 2.349  0.4451
16 C -1.002 1.282 3.864  0.4071
17 O -0.252 0.355 4.166  -0.6550
18 C -1.713 2.084 4.775  -0.5001
19 C -2.581 2.996 4.334  0.3429
20 C -2.810 3.268 2.893  0.4251
21 O -3.712 4.090 2.382  -0.7111
22 O -3.021 3.813 5.236  -0.7275
23 O -0.548 0.807 1.575  -0.8323
24 H -2.246 2.744 0.906  0.1794
25 H -1.480 1.885 5.810  0.1961
26 F -0.422 -2.789 1.885  -0.9490
27 C -0.085 1.687 -2.736  -0.2880
28 O -0.717 0.736 -2.052  -0.5450
29 C -1.799 0.122 -2.813  -0.0830
30 C -2.782 -0.516 -1.815  -0.2721
31 N -2.225 -1.735 -1.173  -0.6692
32 C -2.146 -2.893 -2.079  -0.2502
33 C -0.651 -3.183 -2.403  -0.0749
34 O 0.245 -3.228 -1.288  -0.5629
35 C 1.604 -3.522 -1.707  -0.2703
36 H 0.928 1.464 -2.401  0.2226
37 H -0.391 2.578 -2.188  0.1913
38 H -0.113 1.880 -3.809  0.1662
39 H -1.478 -0.602 -3.561  0.1598
40 H -2.237 0.945 -3.378  0.1840
41 H -3.797 -0.587 -2.205  0.1810
42 H -3.030 0.127 -0.970  0.2470
43 H -2.965 -1.975 -0.529  0.3901
44 H -2.693 -2.645 -2.988  0.1822
45 H -2.800 -3.707 -1.765  0.2110
46 H -0.317 -2.498 -3.182  0.1688
47 H -0.556 -4.152 -2.892  0.1723
48 H 2.396 -3.326 -0.984  0.2269
49 H 1.896 -2.890 -2.545  0.1734
50 H 1.838 -4.479 -2.174  0.1707

The total energy is -44489.443 eV. The molecular weight is 515.97 g mol⁻¹. Its HOMO energy (spin up / spin down) is -0.017 / -0.017 Eh. As for the charge: -2. The value obtained for the gap between HOMO and LUMO (spin up / spin down) is 3.8 / 2.7 eV. The spin multiplicity is 2. Its expectation value of S² is 0.783.


No. 3
The molecule C18H19N3O3S at a distorted geometry, computed with ωB97M-V/def2-TZVPD.

Last column: natural (NBO) charge in e.
CARTESIAN COORDINATES (ANGSTROEM)
1 C -5.936 1.412 1.140  -0.6276
2 C -4.945 1.029 2.188  -0.0048
3 C -5.279 0.763 3.489  -0.2056
4 C -4.296 0.408 4.438  -0.2532
5 C -2.988 0.321 4.078  0.0062
6 N -2.640 0.580 2.794  -0.2976
7 C -1.436 0.570 2.169  -0.1081
8 C -1.680 0.919 0.850  0.0951
9 C -0.731 1.062 -0.239  0.0088
10 C -1.178 1.490 -1.491  -0.1732
11 C -0.297 1.646 -2.546  -0.2103
12 C 1.051 1.374 -2.372  -0.1727
13 C 1.488 0.947 -1.132  -0.3352
14 S 3.218 0.557 -0.932  2.3116
15 O 4.025 1.577 -1.534  -0.9365
16 O 3.471 0.219 0.444  -0.9480
17 N 3.318 -0.811 -1.919  -0.6699
18 C 4.628 -1.047 -2.503  -0.2684
19 C 5.397 -2.079 -1.687  -0.0871
20 O 4.738 -3.336 -1.678  -0.5292
21 C 3.342 -3.254 -1.864  -0.0731
22 C 2.745 -1.982 -1.272  -0.2767
23 C 0.626 0.785 -0.070  -0.1880
24 N -3.006 1.138 0.662  -0.4810
25 C -3.583 0.935 1.830  0.3155
26 H -5.886 0.708 0.312  0.2321
27 H -6.944 1.427 1.545  0.2142
28 H -5.689 2.394 0.743  0.2319
29 H -6.309 0.824 3.804  0.2153
30 H -4.584 0.204 5.456  0.2262
31 H -2.194 0.055 4.759  0.2156
32 H -0.528 0.333 2.683  0.2193
33 H -2.230 1.697 -1.606  0.2395
34 H -0.660 1.982 -3.506  0.2203
35 H 1.770 1.492 -3.166  0.2353
36 H 4.499 -1.395 -3.533  0.2009
37 H 5.151 -0.090 -2.515  0.2514
38 H 5.505 -1.709 -0.657  0.1773
39 H 6.391 -2.254 -2.107  0.1960
40 H 2.917 -4.133 -1.373  0.2025
41 H 3.100 -3.301 -2.936  0.1652
42 H 1.662 -1.966 -1.426  0.2141
43 H 2.948 -1.946 -0.193  0.2159
44 H 1.030 0.453 0.873  0.2366

The total energy is -40421.826 eV. The value obtained for the energy above the lowest of the compared OMol25 structures with the same formula, charge and spin is 3.064 eV. The molecular weight is 357.43 g mol⁻¹. Its HOMO energy is -0.302 Eh. As for the charge: 0. The value obtained for the gap between HOMO and LUMO is 8.5 eV. The spin multiplicity is 1. As for the SMILES: Cc1cccn2cc(-c3cccc(S(=O)(=O)N4CCOCC4)c3)nc12.


No. 4
The molecule C18H19N3O6S at a distorted geometry, computed with ωB97M-V/def2-TZVPD.

Last column: natural (NBO) charge in e.
CARTESIAN COORDINATES (ANGSTROEM)
1 C 6.244 -2.090 0.161  -0.4300
2 N 6.613 -0.826 -0.421  -0.6547
3 C 6.314 -0.665 -1.820  -0.4296
4 S 6.290 0.511 0.527  2.3256
5 O 6.821 1.654 -0.151  -0.9357
6 O 6.732 0.213 1.854  -0.9330
7 C 4.495 0.627 0.525  -0.3389
8 C 3.766 -0.081 1.461  -0.1978
9 C 2.385 -0.046 1.407  -0.1509
10 C 1.740 0.685 0.410  -0.1349
11 C 0.252 0.669 0.408  0.6556
12 O -0.420 0.479 1.396  -0.5835
13 N -0.329 0.947 -0.811  -0.4545
14 N -1.700 0.736 -0.923  -0.4500
15 C -2.176 -0.529 -1.043  0.6582
16 O -1.482 -1.473 -1.341  -0.5995
17 C -3.672 -0.651 -0.787  -0.0211
18 C -3.873 -1.448 0.513  -0.0897
19 O -5.243 -1.647 0.759  -0.4900
20 C -6.000 -0.517 0.586  0.2885
21 C -7.291 -0.498 1.099  -0.2597
22 C -8.078 0.629 0.965  -0.2120
23 C -7.580 1.753 0.325  -0.2220
24 C -6.305 1.739 -0.207  -0.2259
25 C -5.514 0.604 -0.089  0.1941
26 O -4.258 0.626 -0.663  -0.5008
27 C 2.489 1.410 -0.515  -0.2013
28 C 3.872 1.377 -0.455  -0.1437
29 H 6.825 -2.885 -0.307  0.2118
30 H 5.175 -2.309 0.037  0.1810
31 H 6.488 -2.043 1.219  0.2381
32 H 6.897 -1.382 -2.398  0.2119
33 H 5.248 -0.814 -2.038  0.1798
34 H 6.608 0.343 -2.100  0.2374
35 H 4.290 -0.628 2.229  0.2447
36 H 1.783 -0.578 2.127  0.2434
37 H 0.188 0.748 -1.658  0.4007
38 H -2.298 1.445 -0.514  0.4215
39 H -4.138 -1.207 -1.615  0.2102
40 H -3.415 -2.434 0.432  0.2220
41 H -3.411 -0.892 1.340  0.1922
42 H -7.650 -1.380 1.604  0.2271
43 H -9.078 0.633 1.369  0.2171
44 H -8.188 2.639 0.230  0.2169
45 H -5.900 2.594 -0.724  0.2233
46 H 2.001 2.021 -1.259  0.2213
47 H 4.481 1.942 -1.143  0.2369

The total energy is -46564.097 eV. The value obtained for the energy above the lowest of the compared OMol25 structures with the same formula, charge and spin is 2.073 eV. The molecular weight is 405.43 g mol⁻¹. Its HOMO energy is -0.321 Eh. As for the charge: 0. The value obtained for the gap between HOMO and LUMO is 8.6 eV. The spin multiplicity is 1. As for the SMILES: CN(C)S(=O)(=O)c1ccc(C(=O)NNC(=O)[C@H]2COc3ccccc3O2)cc1.


No. 5
The molecule C18H19N5O2 at a distorted geometry, computed with ωB97M-V/def2-TZVPD.

Last column: natural (NBO) charge in e.
CARTESIAN COORDINATES (ANGSTROEM)
1 C -2.271 3.946 -2.079  -0.2506
2 O -2.630 2.881 -1.163  -0.5264
3 C -1.805 1.819 -1.131  0.2533
4 C -0.984 1.705 -0.010  -0.2624
5 C -0.069 0.648 0.082  0.1492
6 N 0.934 0.323 1.002  -0.5461
7 C 1.601 -0.838 0.652  0.0837
8 C 2.711 -1.544 1.123  0.3210
9 N 3.445 -1.152 2.242  -0.4477
10 N 3.092 -0.035 3.077  -0.2034
11 C 2.061 -0.066 4.013  0.1242
12 C 1.242 -1.254 4.480  -0.6408
13 C 1.905 1.242 4.403  -0.2991
14 C 2.764 2.091 3.596  -0.3148
15 C 3.484 1.269 2.789  0.1437
16 C 4.353 1.761 1.672  -0.6370
17 N 3.100 -2.625 0.416  -0.2818
18 N 2.483 -3.103 -0.660  -0.2127
19 C 1.405 -2.465 -1.128  -0.0006
20 C 0.976 -1.264 -0.507  -0.0807
21 C -0.069 -0.327 -0.902  -0.0415
22 C -0.930 -0.311 -1.994  -0.2188
23 C -1.847 0.771 -2.100  0.2335
24 O -2.664 0.793 -3.192  -0.5192
25 C -4.046 0.731 -2.936  -0.2517
26 H -2.105 3.547 -3.066  0.1871
27 H -3.099 4.710 -2.155  0.1967
28 H -1.400 4.482 -1.750  0.1786
29 H -1.015 2.479 0.729  0.2253
30 H 1.239 0.876 1.829  0.4395
31 H 4.061 -1.873 2.610  0.4096
32 H 0.495 -0.960 5.222  0.2354
33 H 1.852 -2.010 4.990  0.2225
34 H 0.731 -1.701 3.640  0.2262
35 H 1.208 1.539 5.185  0.2228
36 H 2.753 3.179 3.593  0.2279
37 H 5.363 1.387 1.864  0.2253
38 H 4.324 2.845 1.657  0.2312
39 H 3.999 1.360 0.710  0.2249
40 H 0.914 -2.733 -2.043  0.1973
41 H -0.954 -1.079 -2.750  0.2265
42 H -4.577 0.666 -3.865  0.1899
43 H -4.371 1.688 -2.522  0.1824
44 H -4.377 -0.117 -2.340  0.1776

The total energy is -30517.089 eV. The value obtained for the energy above the lowest of the compared OMol25 structures with the same formula, charge and spin is 3.939 eV. The molecular weight is 337.38 g mol⁻¹. Its HOMO energy is -0.293 Eh. As for the charge: 0. The value obtained for the gap between HOMO and LUMO is 8.5 eV. The spin multiplicity is 1. As for the SMILES: COc1cc2[nH]c3c(Nn4c(C)ccc4C)nncc3c2cc1OC.